Entry 1:
58
Properties=species:S:1:pos:R:3:lowdin_spin:R:1 method="wB97M-V/def2-TZVPD" orbital_gap_ev="6.3 / 6.3" spin_multiplicity=2 s2=0.756 charge=-2 homo_ev="-1.92 / -1.92"
Pb 2.6424 0.5030 1.0552 0.0001
C -0.3410 -0.3370 -0.9985 0.0144
C -1.5301 -0.0437 -1.9085 0.0159
C -2.0238 -1.3557 -2.6233 0.0071
C -2.8211 -2.2119 -1.6265 0.0002
C -3.9979 -1.5102 -1.0576 0.0055
C -3.7087 -0.2544 -0.2213 0.0109
N -2.6642 0.5787 -1.0868 0.4223
O -2.7563 1.9854 -1.1682 0.5124
C -3.1893 -0.5325 1.1832 0.0101
C -5.0091 0.5021 -0.0334 -0.0007
C -1.0355 0.9059 -3.0245 -0.0005
H 0.5269 -0.7552 -1.5084 0.0017
H -0.4886 -1.1952 -0.3429 0.0001
H 0.0274 0.4735 -0.3696 -0.0002
H -1.2896 -1.9115 -3.2065 0.0005
H -2.6992 -1.0231 -3.4115 0.0004
H -2.1925 -2.6366 -0.8438 0.0000
H -3.2578 -2.9786 -2.2665 0.0002
H -4.5132 -2.2257 -0.4167 0.0005
H -4.6375 -1.3486 -1.9252 0.0004
H -2.3163 -1.1678 1.0336 0.0002
H -3.8947 -1.0609 1.8244 0.0011
H -2.8768 0.3340 1.7660 -0.0001
H -5.7681 -0.1099 0.4540 -0.0002
H -5.3277 0.8538 -1.0147 -0.0007
H -4.7638 1.4069 0.5227 -0.0008
H -0.6686 1.8483 -2.6178 -0.0007
H -1.9115 1.0734 -3.6511 -0.0002
H -0.2338 0.4263 -3.5861 -0.0002
C 6.4270 0.7277 3.3354 0.0000
C 5.0299 0.6902 2.7109 0.0000
O 4.3434 -0.3763 2.8631 0.0000
O 4.7732 1.6295 1.8953 0.0000
H 7.0187 1.1386 2.5174 0.0000
H 6.9613 -0.1896 3.5829 0.0000
H 6.5010 1.3913 4.1970 0.0000
C 1.8073 -3.8303 -0.0535 0.0000
C 2.3074 -2.3873 0.2699 0.0001
O 3.0769 -1.7131 -0.5347 0.0002
O 1.9220 -1.8589 1.3614 0.0000
H 1.8883 -4.4293 0.8535 0.0000
H 2.5457 -4.2253 -0.7512 0.0000
H 0.7624 -3.8007 -0.3625 0.0000
C 3.3967 3.1593 -2.7300 0.0000
C 2.7314 2.5299 -1.4788 0.0000
O 2.4305 1.3545 -1.4509 0.0000
O 2.7683 3.2456 -0.4204 0.0000
H 3.1939 4.1836 -3.0425 0.0000
H 3.1276 2.6226 -3.6397 0.0000
H 4.4631 3.0876 -2.5158 0.0000
C -1.1945 1.4149 3.8704 0.0000
C 0.0438 1.0073 3.0651 0.0000
O -0.0756 0.3830 1.9865 0.0000
O 1.1535 1.3803 3.4309 0.0000
H -1.4593 0.7972 4.7286 0.0000
H -2.0660 1.3714 3.2171 0.0000
H -1.1579 2.4637 4.1649 0.0000



Entry 2:
64
Properties=species:S:1:pos:R:3:nbo_charge:R:1 method="wB97M-V/def2-TZVPD" orbital_gap_ev=8.3 charge=+1 homo_ev=-11.81
C -2.5753 -3.1891 0.1140 -0.6425
C -2.2624 -2.2432 -1.0470 -0.2961
I -4.0574 -1.1710 -1.5261 0.0854
C -1.1010 -1.3621 -0.5739 -0.4728
C -0.6199 -0.3409 -1.5964 -0.0728
C 0.7106 -0.7352 -2.2754 -0.0840
O 1.5628 0.3204 -2.6153 -0.5069
C 1.8033 1.3656 -1.6861 -0.0961
C 0.8009 1.4799 -0.4956 0.0795
C 1.2298 0.6502 0.7323 -0.4580
C 2.2889 -0.4590 0.6036 -0.2318
N 1.8669 -1.7801 1.1275 -0.8161
C 0.8282 2.9935 -0.1733 0.6068
F 2.1052 3.3140 -0.1388 -0.2943
F 0.2996 3.6820 -1.1611 -0.3034
C 0.1953 3.4971 1.1799 0.9182
F -0.3629 2.5694 1.9246 -0.3041
F -0.7064 4.4084 0.9221 -0.2959
F 1.1086 4.0906 1.8895 -0.2851
N -0.5041 1.1071 -1.1543 -0.4895
S -1.9579 1.6834 -0.3082 0.2480
H -2.5865 -2.6175 1.0335 0.2091
H -3.5416 -3.6558 0.0193 0.2398
H -1.7908 -3.9248 0.2265 0.2370
H -1.9370 -2.8533 -1.8771 0.2238
H -0.3011 -2.0749 -0.4196 0.2367
H -1.3464 -0.9718 0.4071 0.2384
H -1.3716 -0.3248 -2.3751 0.2402
H 0.4458 -1.2209 -3.2054 0.2309
H 1.2080 -1.5168 -1.7073 0.1741
H 2.8057 1.2675 -1.2949 0.2133
H 1.8185 2.2782 -2.2653 0.2184
H 1.6099 1.3557 1.4564 0.2495
H 0.3335 0.2660 1.2059 0.2331
H 2.7005 -0.6372 -0.3827 0.1979
H 3.1324 -0.1819 1.2220 0.2108
H 0.9624 -1.7377 1.5755 0.3536
H 1.8361 -2.4545 0.3762 0.3608
H -0.4818 1.6374 -2.0300 0.4567
H -2.7741 1.8061 -1.3748 0.1669
Br 4.3373 -3.0199 -5.6281 -0.0072
C 4.9410 -1.1774 -5.7874 -0.4524
C 4.1090 -0.2554 -4.9386 -0.4432
Br 2.3750 0.0939 -5.7511 -0.0181
H 4.9102 -0.9237 -6.8418 0.2388
H 5.9736 -1.1814 -5.4455 0.2353
H 4.5852 0.7191 -4.8497 0.2295
H 3.9166 -0.6555 -3.9479 0.2226
Br 0.1281 -5.6645 1.8304 -0.0257
C -0.7661 -5.4119 3.5443 -0.4399
C -2.1291 -6.0506 3.5630 -0.4452
Br -3.4208 -4.9876 2.5662 -0.0171
H -0.8012 -4.3424 3.7229 0.2268
H -0.1148 -5.8801 4.2789 0.2387
H -2.5122 -6.0957 4.5799 0.2386
H -2.1405 -7.0449 3.1290 0.2390
Br -2.7530 4.0363 5.0723 -0.0116
C -2.7320 5.3488 3.6340 -0.4460
C -3.2407 6.6871 4.0982 -0.4551
Br -5.1785 6.6944 4.2600 -0.0001
H -3.3197 4.9349 2.8208 0.2243
H -1.6906 5.4224 3.3285 0.2208
H -3.0100 7.4571 3.3650 0.2312
H -2.8416 6.9770 5.0646 0.2366



Entry 3:
57
Properties=species:S:1:pos:R:3:lowdin_spin:R:1 method="wB97M-V/def2-TZVPD" orbital_gap_ev="9.3 / 6.9" spin_multiplicity=2 s2=0.753 charge=+1 homo_ev="-11.38 / -11.37"
Cu -1.2061 0.0912 0.1913 0.7189
C -0.0302 -0.7196 2.7866 0.0042
N -1.2432 -0.0737 2.2542 0.0841
C -1.3549 1.2931 2.7992 0.0035
C -2.4355 -0.8703 2.5999 0.0041
C -2.5748 -2.0440 1.6470 0.0011
N -2.6367 -1.5544 0.2591 0.0596
C -3.9856 -1.0495 -0.0516 0.0023
C -2.2958 -2.6302 -0.6865 0.0028
H -0.1214 -0.8607 3.8684 0.0027
H 0.8357 -0.0971 2.5876 0.0002
H 0.1333 -1.6839 2.3118 0.0003
H -1.4345 1.2706 3.8904 0.0028
H -2.2296 1.7923 2.3864 0.0001
H -0.4751 1.8693 2.5195 0.0004
H -3.3141 -0.2291 2.5298 -0.0001
H -2.3658 -1.2321 3.6298 0.0022
H -3.4706 -2.6204 1.8997 0.0008
H -1.7178 -2.7106 1.7442 -0.0001
H -4.7394 -1.8185 0.1464 0.0019
H -4.0305 -0.7839 -1.1053 0.0000
H -4.2179 -0.1648 0.5396 0.0000
H -3.0112 -3.4553 -0.6103 0.0023
H -1.2954 -3.0091 -0.4784 0.0000
H -2.3182 -2.2339 -1.6990 0.0002
C -3.3171 1.3475 -2.9972 0.0011
C -1.9005 1.4176 -2.4532 0.0009
C -0.9010 1.8675 -3.5058 0.0008
O -1.5340 0.1141 -1.9388 0.0575
C -1.8388 2.4616 -1.2801 0.0020
O -2.3672 3.5367 -1.4462 0.0083
O -1.1527 2.0645 -0.2526 0.0225
H -3.3855 0.5810 -3.7713 0.0000
H -3.5866 2.3120 -3.4179 0.0003
H -4.0253 1.1155 -2.2011 0.0000
H -0.9586 1.2350 -4.3950 0.0000
H 0.1198 1.8307 -3.1129 0.0000
H -1.1212 2.8926 -3.7950 0.0002
H -0.6281 -0.0976 -2.2098 -0.0001
N 1.5525 2.2282 -0.3213 0.0001
C 2.1464 1.0360 -0.2471 0.0011
S 1.1719 -0.3633 -0.2723 0.0099
N 3.4853 1.0428 -0.1707 0.0005
C 4.4963 0.0509 0.0027 0.0001
C 5.7384 0.5469 0.3955 0.0000
C 6.8068 -0.3065 0.5994 0.0000
C 6.6521 -1.6709 0.4099 0.0000
C 5.4235 -2.1658 0.0080 0.0000
C 4.3456 -1.3161 -0.2029 0.0004
H 0.5328 2.2842 -0.2369 -0.0003
H 2.0810 3.0867 -0.3337 0.0000
H 3.8768 1.9735 -0.1492 0.0000
H 5.8698 1.6132 0.5477 0.0000
H 7.7588 0.0998 0.9122 0.0000
H 7.4884 -2.3389 0.5662 0.0000
H 5.2926 -3.2276 -0.1516 0.0000
H 3.4131 -1.7272 -0.5387 0.0004



Entry 4:
56
Properties=species:S:1:pos:R:3:lowdin_spin:R:1 method="wB97M-V/def2-TZVPD" orbital_gap_ev="3.9 / 3.2" spin_multiplicity=5 s2=6.036 relative_energy_ev=6.084 homo_ev="-4.49 / -3.81"
P 0.6321 -0.6031 -2.5277 0.0064
P 2.1732 -1.1216 1.2411 0.0099
C 2.2637 -1.0131 -1.7485 -0.0014
C 2.4198 -1.8447 -0.4349 -0.0007
H 2.8776 -0.1003 -1.6810 0.0000
H 2.7563 -1.6177 -2.5281 -0.0004
H 1.8617 -2.7943 -0.4857 -0.0001
H 3.4828 -2.1403 -0.3856 -0.0001
C 3.5770 -0.0272 1.5518 0.0091
H 3.3682 0.5879 2.4379 0.0034
H 3.7726 0.6405 0.7014 0.0013
H 4.4678 -0.6372 1.7506 0.0001
C 2.3206 -2.4808 2.4176 0.0036
H 3.3811 -2.7367 2.5400 0.0004
H 1.7783 -3.3627 2.0536 0.0001
H 1.9111 -2.1773 3.3909 0.0005
C 1.1728 0.2146 -4.0532 0.0020
H 0.3065 0.6652 -4.5477 0.0000
H 1.6167 -0.5277 -4.7275 0.0001
H 1.9092 1.0010 -3.8506 0.0000
C -0.0375 -2.1777 -3.0958 0.0037
H 0.0113 -2.9606 -2.3290 0.0001
H 0.5412 -2.5075 -3.9683 0.0007
H -1.0811 -2.0492 -3.4013 0.0003
Fe -4.2215 0.3594 1.5005 2.8481
C 0.7464 -0.1596 1.7574 0.0871
C 0.7117 1.2135 1.2443 0.5737
C 1.1327 1.5375 -0.0895 0.0954
C 0.0159 1.9061 -1.0967 0.0435
C -0.4897 0.6461 -1.8186 0.0091
C -1.1542 -0.4155 -1.0922 0.0384
C -0.7078 -1.3462 -0.0624 0.0051
C -0.5814 -0.9177 1.4090 0.0558
C -4.6647 1.2747 -0.1959 0.0355
H 0.8368 -0.1357 2.8622 0.0068
H 0.2822 1.9850 1.8749 0.0243
H 1.6225 0.6322 -0.4848 -0.0007
H 1.9091 2.3238 -0.0771 0.0280
H -0.8562 2.3732 -0.6072 0.0003
H 0.4130 2.6234 -1.8249 0.0003
H -1.1186 0.9446 -2.6729 0.0005
H -2.2333 -0.4833 -1.3173 0.0035
H 0.2365 -1.8403 -0.3434 0.0005
H -1.4541 -2.1645 -0.0545 0.0003
H -1.4098 -0.2487 1.6693 0.0079
H -0.6788 -1.8046 2.0500 0.0027
H -5.7656 1.3276 -0.2873 0.0156
H -4.2684 0.6490 -1.0123 0.0192
H -4.2583 2.3008 -0.2897 0.0073
F -2.1329 0.9614 3.4997 0.0094
C -3.3562 1.5148 3.0507 0.0235
F -4.2093 1.5283 4.1466 0.0106
C -3.0638 2.9434 2.5906 0.0039
F -2.7278 3.7207 3.6553 0.0000
F -1.9676 2.9318 1.7670 0.0023
F -4.0698 3.5896 1.9293 0.0030